DFT (ωB97M-V/def2-TZVPD) results for a structure of composition C4H7IO3S in a non-equilibrium geometry.

Element x y z (Å)
C1 0.1209 0.7557 0.9375
C2 0.5457 2.1226 0.6274
C3 -0.6746 -1.8032 -0.8918
C4 1.0949 -0.3397 0.9691
O1 -1.0470 0.4524 1.0179
O2 1.8601 -2.3340 -0.7940
O3 1.1659 -0.1048 -1.6151
S1 1.0282 -1.1833 -0.7009
I1 3.1042 0.3318 0.9580
H1 -0.3908 2.7325 0.3471
H2 1.1763 2.6464 1.3385
H3 1.1169 2.0618 -0.3404
H4 -0.2564 -2.4567 -1.5962
H5 -1.0758 -1.9251 0.0737
H6 -1.2739 -1.0536 -1.3379
H7 1.1773 -1.1676 1.6849

As for the energy relative to the best compared isomer or geometry (same formula, charge and spin): 4.9 kcal/mol. Its net charge is 0. The HOMO energy comes out at -9.9 eV.